Molecular formula: C30H46Br2I2NO16
Method: DFT, ωB97M-V with the def2-TZVPD basis set

Values from the calculation:
- <S²> = 0.7541
- multiplicity = 2
- Kohn-Sham gap (eV) = 7.68
- lowest unoccupied orbital energy (eV) = 0.17

Last column: Mulliken charge in e.
Geometry (Å):
C  -2.020  -1.519  -4.279  -1.51
C  2.411  -2.297  -3.552  0.01
H  2.886  -3.910  -4.910  0.35
H  -4.969  -1.124  0.733  0.30
H  -1.203  7.670  6.418  0.32
O  -3.897  2.771  4.673  -0.31
C  -0.914  1.869  -1.109  -1.58
O  6.103  -6.521  -2.964  -0.35
I  -1.373  3.392  0.379  0.09
H  -0.918  -1.714  -4.501  0.14
H  2.159  -1.388  -4.100  0.31
C  -0.573  -1.568  0.741  -0.36
O  0.862  -4.200  -1.197  -0.68
C  -2.121  -3.046  -2.235  -0.94
C  -4.119  7.489  7.533  0.59
C  1.591  2.621  -0.357  -1.36
O  5.031  -4.950  -4.192  -0.49
H  1.094  0.699  -1.341  0.18
C  -1.093  -0.041  0.615  -0.02
C  -2.584  2.730  4.321  0.50
H  -5.797  0.862  -0.631  0.35
H  4.539  -6.218  -0.177  0.31
C  6.773  -0.088  -1.173  -0.31
C  -1.222  -0.492  -2.071  -0.61
H  8.277  0.188  -2.710  0.28
C  -3.201  0.729  -0.940  -1.67
C  -2.318  -1.482  -2.668  1.14
H  -2.326  4.372  6.969  0.30
C  -3.974  3.427  5.933  -0.34
O  1.729  -4.461  -3.277  -0.37
O  -5.160  6.935  7.730  -0.51
H  -2.990  -3.450  -1.624  0.19
H  6.554  -0.827  -0.397  0.27
H  -3.996  2.671  6.724  0.24
H  8.424  -1.337  -1.808  0.30
C  5.631  -0.632  -3.019  0.62
H  2.676  2.328  -0.630  0.33
H  -0.954  0.233  -2.933  0.37
O  6.849  -1.220  -3.157  -0.31
H  -5.737  0.557  -2.496  0.34
H  1.574  -1.369  1.316  0.52
H  -2.371  -0.513  -4.691  0.39
O  4.713  -0.792  -3.772  -0.56
C  6.039  -6.880  -1.591  -0.38
C  -4.285  -1.599  -0.066  -1.26
H  6.776  -6.291  -1.037  0.26
H  -1.215  -2.349  0.228  0.39
H  -3.300  1.379  -1.897  0.32
O  -3.174  7.055  6.653  -0.23
C  -5.635  0.086  -1.452  -1.42
C  -1.628  0.420  -0.816  1.61
C  -2.204  8.088  6.539  -0.35
C  0.994  -1.762  0.416  -0.56
H  -4.827  -2.560  -0.402  0.39
H  1.182  -3.402  -4.952  0.31
H  -0.186  0.606  0.925  0.10
I  1.093  2.648  -3.368  0.03
O  -2.149  2.097  3.393  -0.56
N  -3.738  -1.068  -2.568  0.69
H  7.136  0.826  -0.700  0.30
H  -2.144  9.905  7.715  0.31
H  -1.367  2.257  -2.097  0.83
H  -4.875  4.037  6.000  0.28
C  4.629  -6.535  -1.217  -0.36
H  1.350  -1.218  -0.514  -0.09
C  1.360  -3.734  -2.191  0.55
C  -2.359  8.841  7.825  -0.36
H  -2.063  -3.711  -3.177  0.28
O  -4.580  -1.976  -2.996  -0.63
O  4.315  -5.468  -2.100  -0.15
H  -3.609  1.423  -0.116  0.34
H  1.454  2.303  0.730  0.34
H  -3.323  -1.908  0.454  0.03
Br  -2.374  0.232  2.144  0.27
Br  -0.723  -2.027  2.713  -0.16
H  -2.860  5.234  5.512  0.15
O  1.628  -2.410  -2.369  -0.06
H  1.519  3.741  -0.537  0.43
H  6.259  -7.940  -1.456  0.31
H  -1.098  -3.185  -1.723  0.05
C  0.671  1.753  -1.385  0.16
O  5.588  0.163  -1.916  -0.26
C  5.139  -5.586  -3.180  0.54
C  -2.722  4.249  5.960  -0.01
C  2.056  -3.539  -4.308  -0.46
H  -0.259  -1.109  -1.920  -0.82
H  -2.697  -2.314  -4.767  0.46
O  -1.825  3.497  5.152  -0.31
C  -4.138  -0.536  -1.239  1.50
H  3.462  -2.263  -3.276  -0.01
H  -1.737  8.434  8.627  0.26
H  -6.374  -0.770  -1.330  0.36
O  -3.726  8.633  8.155  -0.32
H  -2.440  8.700  5.664  0.26
H  1.287  -2.882  0.292  0.24
H  3.934  -7.360  -1.397  0.29
C  7.718  -0.610  -2.213  -0.37

Atoms 1-6, force components in eV/Å:
-1.027 0.275 0.321
0.453 0.394 -0.468
-0.072 -0.115 0.229
1.250 -0.665 -1.186
-0.184 -0.137 -0.028
0.653 -0.031 -0.265

Molecular formula: C30H46BrCl2O5PS
Method: DFT, ωB97M-V with the def2-TZVPD basis set

Values from the calculation:
- multiplicity = 1
- Kohn-Sham gap (eV) = 8.98
- SMILES = C#C[C@](CCCCCCCCCCCC)(O[C@H]([C@@](Cc1ccccc1C)(OC)P(O)Br)S(C)(=O)=O)/C(Cl)=C(/C)Cl
- lowest unoccupied orbital energy (eV) = 0.22

Last column: Mulliken charge in e.
Geometry (Å):
C  -2.085  -1.144  2.445  -1.56
Br  -3.295  3.088  4.127  -0.32
H  0.200  -1.906  4.513  0.15
C  7.228  1.414  -5.233  -0.65
C  2.222  -1.287  -3.805  -1.12
C  1.708  -0.873  -2.398  -0.14
C  5.371  -0.177  -5.832  -0.94
H  6.013  -0.836  -5.251  0.45
C  -3.892  -0.002  5.457  -0.68
C  -0.513  -0.279  0.831  2.68
H  -1.258  -1.384  5.394  0.10
C  -5.577  -0.410  2.843  0.52
C  -1.568  0.495  0.173  -2.52
O  -0.722  -3.364  2.572  -0.79
H  3.430  1.354  0.640  0.30
H  -0.693  -3.101  5.436  0.52
Cl  2.011  -1.251  2.368  -0.20
C  -2.404  1.044  -0.456  -0.19
H  -4.403  1.229  2.158  0.55
H  -0.380  -2.598  -1.794  0.52
H  2.027  -1.630  -1.690  0.43
H  -1.665  -1.466  -1.571  0.45
H  -6.187  2.310  2.418  0.31
H  5.155  1.652  -4.708  0.28
H  6.459  3.795  -6.286  0.31
P  -1.957  1.419  3.389  0.18
H  -0.223  -0.767  -3.369  0.54
H  -8.896  -2.067  4.059  0.40
H  -6.971  -3.487  3.302  0.44
H  5.518  1.910  -6.409  0.26
C  -6.660  0.372  3.279  1.01
H  3.856  0.144  -3.519  0.25
C  0.766  0.608  0.915  -0.40
H  2.265  -2.375  -3.795  0.25
H  2.178  0.084  -2.186  0.12
H  7.429  4.888  -5.283  0.32
S  -1.680  -2.659  3.396  1.49
H  -4.134  -0.248  1.323  0.24
H  -4.417  -0.673  6.130  0.23
Cl  0.760  2.145  0.119  -0.16
C  0.184  -0.639  -2.367  -0.91
H  7.230  3.077  -3.809  0.36
H  7.508  0.692  -4.467  0.38
H  1.514  -1.004  -4.580  0.52
C  -4.275  0.164  2.316  -0.87
C  5.744  1.284  -5.550  -0.42
O  -2.863  -3.430  3.670  -0.71
C  -3.042  -0.153  3.212  1.06
C  -0.790  -2.193  4.853  -0.79
O  -1.108  0.934  4.698  -0.49
H  4.341  -1.522  -3.768  0.28
H  3.843  0.747  2.292  0.42
C  7.409  3.922  -5.778  -1.10
H  -7.675  2.262  3.349  0.46
C  1.880  0.271  1.569  0.46
C  7.669  2.798  -4.765  -0.60
H  -3.105  0.489  6.024  0.27
H  8.181  3.909  -6.545  0.29
H  -4.630  0.697  5.079  0.25
H  -2.548  -1.549  1.549  0.75
H  0.906  -1.667  0.016  0.26
C  -6.663  1.880  3.291  -1.45
H  -8.673  0.341  4.033  0.39
H  5.579  -0.371  -6.884  0.43
C  -0.169  -1.558  0.020  0.07
H  -0.325  1.494  4.759  0.30
C  -7.960  -1.641  3.731  -0.66
C  -5.721  -1.798  2.871  -0.42
C  -6.885  -2.410  3.309  -1.00
C  -0.593  -1.584  -1.450  -1.39
H  7.818  1.164  -6.117  0.27
O  -0.832  -0.557  2.192  0.53
H  8.747  2.760  -4.617  0.33
H  2.780  2.127  2.057  0.34
H  -3.158  1.438  -1.090  0.63
H  3.593  -1.333  -6.171  0.37
H  3.313  0.386  -5.860  0.34
H  -4.909  -2.433  2.541  0.24
H  -6.129  2.243  4.167  0.20
C  3.077  1.164  1.651  -1.44
H  -0.558  -2.452  0.501  0.18
C  3.628  -0.758  -4.085  -0.46
C  3.901  -0.484  -5.562  -0.71
O  -3.383  -0.810  4.408  -0.14
C  -7.832  -0.256  3.717  -0.78
H  -0.028  0.395  -2.113  0.32

Atoms 1-6, force components in eV/Å:
0.174 0.146 1.020
-0.151 -0.145 0.284
0.065 0.151 -0.074
0.060 0.454 0.087
0.144 -0.061 0.959
-0.423 0.416 -1.229

Molecular formula: C30H46BrClN2O2PtSSeSi2
Method: DFT, ωB97M-V with the def2-TZVPD basis set

Values from the calculation:
- multiplicity = 1
- Kohn-Sham gap (eV) = 5.12
- total charge = -2
- lowest unoccupied orbital energy (eV) = 3.55

Last column: Mulliken charge in e.
Geometry (Å):
H  -0.452  -1.604  2.448  0.33
H  -1.056  3.255  -0.480  0.03
C  0.321  4.719  -2.704  -0.84
C  2.901  -4.173  1.693  -0.86
C  -1.200  -1.252  3.159  -2.00
H  0.554  2.948  -3.904  0.27
C  1.671  2.826  -2.074  1.67
H  -1.507  0.941  -1.428  0.24
C  1.509  -2.679  -1.429  -0.03
C  2.948  -6.010  -0.805  -1.05
C  -0.016  3.508  2.354  -2.20
C  -2.237  3.291  3.457  -1.78
H  -4.645  2.492  -0.182  0.51
H  -1.032  -4.561  -0.154  0.25
C  -0.555  -1.965  -2.228  -0.31
H  5.259  -0.652  -2.646  0.05
C  -3.365  -0.055  3.490  -1.98
C  -4.088  2.006  0.628  -1.93
C  2.287  1.507  -2.270  -2.32
H  1.787  5.253  0.308  0.36
H  1.200  -6.858  1.752  0.30
H  -2.341  -2.969  -1.568  0.40
C  -2.111  3.269  -0.199  -2.02
H  -0.999  1.219  4.720  0.35
C  -2.278  -0.406  2.463  2.81
H  -2.179  -1.581  0.624  0.21
H  3.791  -3.702  1.279  0.25
H  0.272  6.354  -1.314  0.36
H  -4.557  1.037  0.806  0.34
H  -0.430  4.118  1.554  0.38
H  -2.965  0.480  4.353  0.32
C  0.666  5.366  -1.524  -0.32
H  -1.060  -1.268  -2.893  0.40
C  -2.899  -1.318  1.399  -2.10
H  -3.145  1.458  -1.830  0.59
C  -0.515  -3.792  -0.722  0.06
C  4.761  -1.155  -4.683  0.76
C  -2.614  1.877  0.214  2.78
Se  0.381  0.465  -4.863  -0.40
H  3.589  -6.672  -0.215  0.31
C  -1.261  -2.911  -1.506  -1.05
H  -3.776  -0.879  0.923  0.30
H  3.577  -5.369  -1.423  0.30
C  0.812  3.450  -2.980  -0.02
N  0.778  -0.746  -7.564  -0.69
Si  1.877  -4.939  0.310  0.07
Si  -1.528  1.166  1.638  -0.12
H  0.530  1.247  3.829  0.35
O  5.434  -1.934  -5.343  -0.72
H  -3.816  -0.982  3.863  0.53
H  5.030  0.760  -3.678  0.16
H  2.328  -6.625  -1.462  0.30
C  -1.023  2.507  2.938  2.65
H  -0.011  -5.575  1.854  0.27
H  -3.218  -2.251  1.879  0.64
H  -2.723  3.866  2.667  0.30
H  -2.676  3.598  -1.079  0.63
S  3.194  -2.452  -1.413  -0.65
H  -0.683  -0.726  3.960  0.28
H  2.329  -3.401  2.214  0.19
O  3.492  -1.000  -4.743  -0.84
C  -2.527  1.002  -1.047  -1.98
H  3.194  -4.939  2.420  0.33
H  -4.167  0.551  3.062  0.29
C  0.651  -6.112  1.169  -1.13
C  1.515  4.750  -0.612  -0.44
H  -2.882  -0.016  -0.894  0.30
H  -1.682  -2.133  3.599  0.55
C  0.693  -0.294  -6.503  0.27
C  0.865  -3.708  -0.666  0.52
H  -2.990  2.646  3.914  0.26
H  2.694  2.992  -0.204  0.41
H  -4.222  2.615  1.526  0.31
C  5.438  -0.245  -3.639  -0.18
H  -2.255  4.020  0.580  0.33
Pt  2.312  0.036  -3.218  1.76
C  2.021  3.489  -0.892  -0.34
H  -0.339  5.202  -3.415  0.41
Cl  7.219  -0.095  -3.831  -0.28
C  -0.326  1.850  4.138  -2.18
H  0.027  -6.646  0.447  0.31
H  0.307  4.186  3.155  0.59
N  0.763  -1.849  -2.199  -0.17
H  0.044  2.637  4.806  0.58
H  -1.905  4.004  4.221  0.51
H  0.868  3.008  1.959  0.27
Br  0.367  0.531  0.653  -0.34

Atoms 1-6, force components in eV/Å:
-0.013 0.004 0.002
-0.011 -0.005 0.004
0.026 -0.057 0.022
-0.043 -0.064 -0.047
0.026 -0.030 -0.005
0.022 -0.026 0.037